C3H10N2O in the gas phase in a non-equilibrium geometry, computed with wB97M-V/def2-TZVPD.

Element x y z (Å)
N 1.664 0.639 -1.295
C 0.783 0.993 -0.157
C 0.107 -0.341 0.439
N -0.623 0.089 1.714
C -0.981 -0.955 -0.479
O -1.899 -1.890 0.081
H 1.062 0.479 -2.056
H 2.351 1.382 -1.492
H -0.015 1.765 -0.304
H 1.328 1.390 0.710
H 0.950 -1.062 0.718
H -0.016 0.668 2.263
H -1.295 0.648 1.156
H -1.609 -0.196 -0.944
H -0.345 -1.403 -1.274
H -1.463 -2.206 0.918

Summary:
**Relative energy (zero: lowest compared OMol25 entry of this formula, charge and spin)**: 171.5 kJ/mol
**HOMO**: -9.4812 eV
**SMILES string**: NC[C@@H](N)CO

2 unconnected molecules or ions with the total composition C3H10N2O2 in a non-equilibrium geometry, computed with wB97M-V/def2-TZVPD.

Element x y z (Å)
N 0.096 -0.336 -2.469
C 1.359 -0.433 -1.816
O 1.256 -0.907 -0.491
H -0.386 -1.218 -2.577
H -0.496 0.349 -2.013
H 2.017 -1.065 -2.419
H 1.798 0.568 -1.817
H 2.026 -1.451 -0.232
O -1.402 1.677 -0.366
C -1.439 1.387 0.812
C -1.017 0.062 1.416
N -0.124 0.337 2.553
H -1.868 2.089 1.555
H -1.952 -0.373 1.785
H -0.487 -0.498 0.651
H -0.207 -0.431 3.214
H 0.827 0.245 2.214

Summary:
**Relative energy (zero: lowest compared OMol25 entry of this formula, charge and spin)**: 143.4 kJ/mol
**HOMO (alpha / beta)**: 1.0289 / -5.8790 eV
**2S+1**: 2
**Net charge**: -1

2 unconnected molecules or ions with the total composition C3H10N2O2 in a non-equilibrium geometry, computed with wB97M-V/def2-TZVPD.

Element x y z (Å)
N 0.589 -1.257 0.598
C 1.497 -0.182 0.641
N 1.012 0.971 1.290
C 1.723 0.125 -1.123
O 2.719 -0.434 -1.536
H -0.038 -1.284 1.395
H 0.946 -1.958 -0.068
H 2.496 -0.441 1.015
H 1.670 1.738 1.267
H 0.108 1.265 0.927
H 1.018 0.559 -1.867
C -2.637 0.171 -0.372
O -1.311 0.614 -0.507
H -2.774 -0.551 0.443
H -3.071 -0.233 -1.296
H -3.276 1.036 -0.188
H -0.671 -0.138 -0.620

Summary:
**Relative energy (zero: lowest compared OMol25 entry of this formula, charge and spin)**: 313.5 kJ/mol
**HOMO**: -8.1922 eV
**SMILES string**: NC(N)C=O.CO